# 1
C19H29ClN2O2 | ωB97M-V/def2-TZVPD

Each line ends with the Löwdin charge.
CARTESIAN COORDINATES (ANGSTROEM)
C 6.44963 -1.96166 -1.55545  -0.119
C 5.22822 -1.55422 -0.74072  -0.271
C 4.54409 -0.32541 -1.33184  -0.210
C 3.28306 0.07107 -0.56288  -0.214
N 2.33398 -1.02149 -0.43004  -0.177
C 1.29862 -0.76597 0.55235  -0.185
C 0.24634 0.25190 0.09072  -0.133
C -0.40400 -0.21922 -1.21221  -0.317
C 0.69115 -0.50282 -2.24287  -0.139
C 1.72881 -1.47530 -1.66833  -0.181
H 2.51326 -1.66386 -2.40183  0.109
H 1.23870 -2.43028 -1.45068  0.126
H 0.25469 -0.93262 -3.14647  0.120
H 1.18420 0.43195 -2.52110  0.113
C -1.43026 0.80077 -1.74331  -0.152
C -2.80878 0.17270 -1.96294  -0.114
C -3.39752 -0.35431 -0.66601  -0.362
O -3.73124 -1.51082 -0.55115  0.112
C -3.51114 0.62887 0.43771  -0.094
C -3.85239 1.95603 0.19408  -0.052
C -3.98340 2.85858 1.22436  -0.589
C -3.76408 2.47941 2.55468  -0.340
C -3.40475 1.15305 2.79960  0.041
C -3.28607 0.22596 1.77343  -0.224
O -2.90896 -1.05462 1.96021  -0.070
C -2.68782 -1.52715 3.26531  -0.071
H -2.43883 -2.58082 3.15234  0.099
H -1.85212 -1.00783 3.74725  0.096
H -3.58564 -1.43209 3.88416  0.099
H -3.23042 0.86520 3.82426  0.108
N -3.94853 3.36102 3.57758  0.108
H -3.56974 3.13802 4.48060  0.101
H -4.02207 4.33515 3.33423  0.055
Cl -4.42852 4.50508 0.87506  0.686
H -4.04674 2.28738 -0.81315  0.114
H -3.48904 0.90963 -2.39456  0.114
H -2.73477 -0.66530 -2.65861  0.125
H -1.08186 1.21639 -2.69164  0.115
H -1.52235 1.62966 -1.03913  0.106
H -0.92055 -1.16149 -0.99822  0.143
H -0.51490 0.36441 0.86503  0.108
H 0.72115 1.22445 -0.05945  0.117
H 1.77328 -0.42564 1.47637  0.116
H 0.80274 -1.72063 0.75742  0.123
H 3.57400 0.35541 0.45314  0.122
H 2.84891 0.96377 -1.04420  0.111
H 4.30000 -0.51528 -2.37873  0.101
H 5.23233 0.52324 -1.30958  0.114
H 4.50956 -2.37370 -0.70770  0.102
H 5.53017 -1.33744 0.28586  0.109
H 6.16516 -2.19970 -2.57852  0.069
H 7.17725 -1.15262 -1.58269  0.069
H 6.92715 -2.83682 -1.12177  0.065

Its HOMO energy is -8.06 eV. The value obtained for the energy above the lowest of the compared OMol25 structures with the same formula, charge and spin is 27.5 kJ/mol. The value obtained for the energy is -39771.49319 eV. The HOMO-LUMO gap comes out at 0.318 Eh.


# 2
C18H42NO2OsP2Si2 | ωB97M-V/def2-TZVPD

Each line ends with the Löwdin charge.
CARTESIAN COORDINATES (ANGSTROEM)
Os -0.20360 -0.13878 0.31314  1.064
P 2.01885 -0.82388 0.09833  0.784
C 2.08641 -1.59110 -1.52896  -0.113
C 0.87969 -1.71179 -2.25536  -0.312
N -0.26188 -1.14423 -1.71476  -0.052
C -1.45319 -1.40940 -2.24274  -0.318
C -1.56479 -2.26533 -3.32417  0.042
C -0.45296 -2.63831 -4.04182  0.039
C 0.76996 -2.20818 -3.57512  0.059
C -2.62212 -0.81988 -1.53691  -0.217
P -2.16822 0.72662 -0.51748  0.809
H 1.67152 -2.36447 -4.16398  0.148
H -2.58107 -2.51988 -3.51628  0.139
H -0.59885 -3.28740 -4.89409  0.151
H -3.41527 -0.56360 -2.24506  0.115
H -3.06302 -1.53936 -0.82856  0.116
H 3.52233 1.78017 -4.93083  0.037
H 2.98729 -1.41150 -2.12774  0.118
H 1.04600 4.53413 -1.55456  0.027
O 3.14392 2.65286 -4.71755  -0.070
H 3.63911 2.97059 -3.94440  0.034
H 0.08191 1.36676 -0.14938  0.049
O 0.57065 5.05497 -2.25705  -0.074
H -0.10991 4.44730 -2.65531  0.045
C -2.62489 1.93626 -1.83418  -0.184
H -3.49904 1.62024 -2.43473  0.091
H -2.84978 2.89836 -1.35925  0.066
H -1.75137 2.08280 -2.47108  0.056
C -3.66056 0.93823 0.49552  -0.203
H -3.52548 1.79743 1.14565  0.043
H -4.55015 1.10805 -0.11506  0.093
H -3.81312 0.06432 1.12033  0.047
C 2.24350 -2.30535 1.20873  -0.181
H 3.27991 -2.66897 1.12985  0.086
H 2.00593 -2.13998 2.27531  0.040
H 1.57216 -3.08711 0.81601  0.064
C 3.36669 0.39786 0.45916  -0.193
H 3.40920 0.67831 1.53196  0.072
H 4.37860 0.03566 0.18912  0.084
H 3.16694 1.33201 -0.10913  0.054
C -2.43699 0.56731 3.88541  -0.149
Si -1.02129 -0.42903 3.20383  0.496
C 0.26507 -0.93242 4.50100  -0.145
C -1.69009 -2.13589 2.60908  -0.160
C -0.02711 0.88263 2.01614  -0.523
Si 0.03092 2.88568 2.42832  0.542
C 0.33323 3.20430 4.25908  -0.163
C 1.47896 3.85289 1.61962  -0.142
C -1.53295 3.77524 1.87608  -0.163
H -2.87156 0.01104 4.72130  0.072
H -3.24652 0.73086 3.17350  0.021
H -2.14006 1.55125 4.25492  0.031
H -0.25178 -1.46315 5.30954  0.069
H 1.01546 -1.63194 4.10761  0.028
H 0.80188 -0.08755 4.94717  0.048
H -1.35481 -2.39150 1.58250  0.001
H -1.35148 -2.95489 3.26445  0.063
H -2.79476 -2.13602 2.67953  0.056
H 1.02583 0.73235 2.35369  0.010
H 1.38398 3.05928 4.54868  0.053
H 0.09327 4.24485 4.51490  0.069
H -0.26373 2.57184 4.91972  0.024
H 2.06901 3.23976 0.94561  -0.002
H 1.10857 4.70377 1.04544  0.043
H 2.13343 4.25944 2.38832  0.051
H -1.85556 3.51331 0.86315  0.005
H -2.36564 3.59719 2.56378  0.044
H -1.35472 4.85904 1.87174  0.068

The multiplicity is 5. Its expectation value of S² is 6.054. Its HOMO energy (spin up / spin down) is -17.60 / -17.60 eV. As for the total charge: +3. The value obtained for the energy is -61702.70769 eV. The HOMO-LUMO gap (spin up / spin down) comes out at 0.252 / 0.168 Eh.


# 3
C10H15N2O3 | ωB97M-V/def2-TZVPD

Each line ends with the Löwdin charge.
CARTESIAN COORDINATES (ANGSTROEM)
C -0.51079 0.97568 2.03419  -0.208
C -1.10828 1.72770 -0.28341  -0.052
C -1.50804 -0.12017 1.66290  0.046
C -2.16306 0.88771 -0.41130  0.006
C -0.21779 1.80624 0.82376  -0.220
C -2.36793 -0.17236 0.62137  -0.313
C 2.87835 -2.07246 -0.51434  0.042
C -4.06140 -0.99229 -0.76794  -0.044
C 1.03849 2.36605 0.84309  -0.095
C 1.59070 -0.22149 0.49724  -0.126
N 1.52663 -0.26085 1.76747  0.090
N 2.86256 -0.70515 0.06691  0.077
O 0.69046 0.34579 2.59765  -0.036
O 1.70997 3.02751 -0.18314  0.028
O -3.31632 -1.08381 0.49262  -0.043
H -0.74029 1.51684 2.87770  0.135
H -0.83140 2.53407 -1.10944  0.157
H -1.49866 -0.89838 2.42818  0.129
H -2.91285 0.83788 -1.26447  0.115
H 1.82655 -2.40544 -0.62273  0.127
H 3.29840 -2.19817 -1.44601  0.080
H 3.36312 -2.71701 0.15598  0.097
H -3.51452 -1.06625 -1.76312  0.123
H -4.76266 -0.05243 -0.60949  0.150
H -4.65730 -1.80251 -0.67328  0.046
H 1.74132 2.47032 1.75387  0.182
H 0.93188 0.02798 -0.22072  0.109
H 3.32728 -0.80066 0.89496  0.134
H 3.19787 -0.15114 -0.68867  0.182
H 1.22559 3.17709 -0.98368  0.081

Its HOMO energy (spin up / spin down) is -11.06 / -11.06 eV. The value obtained for the energy above the lowest of the compared OMol25 structures with the same formula, charge and spin is 686.7 kJ/mol. As for the total charge: +1. The value obtained for the energy is -19722.63870 eV. The HOMO-LUMO gap (spin up / spin down) comes out at 0.287 / 0.287 Eh.


# 4
C4H5BrS | ωB97M-V/def2-TZVPD

Each line ends with the Löwdin charge.
CARTESIAN COORDINATES (ANGSTROEM)
C 3.19940 2.03833 -0.27344  -0.004
C 3.69214 0.92236 -0.10930  -0.755
C 0.93990 -0.75466 -1.69576  -0.106
C 0.62892 0.54249 -1.44335  -0.695
S -0.11530 1.10579 -0.01082  0.704
Br 4.50765 -0.63187 0.32049  0.741
H 1.39543 -1.01601 -2.60016  0.024
H 0.74009 -1.57143 -0.94709  0.063
H 2.62941 2.89653 -0.21163  0.005
H 0.80116 1.25515 -2.27003  0.072
H -0.10890 -0.20170 0.61637  -0.047

Its HOMO energy is -8.48 eV. The value obtained for the energy above the lowest of the compared OMol25 structures with the same formula, charge and spin is 217.9 kJ/mol. The value obtained for the energy is -85102.99408 eV. The HOMO-LUMO gap comes out at 0.334 Eh.


# 5
C4H9N | ωB97M-V/def2-TZVPD

Each line ends with the Löwdin charge.
CARTESIAN COORDINATES (ANGSTROEM)
C -0.89259 1.32490 -1.70705  -0.093
C -1.42655 0.11915 -1.35591  -0.099
H 0.09210 1.62537 -1.22804  0.064
H -1.49768 2.22539 -1.94447  0.047
H -0.78387 -0.77954 -1.54907  0.057
H -2.44541 -0.03372 -1.00397  0.052
C 1.45606 -0.95243 0.00610  -0.041
C 0.99236 -0.81851 1.29071  -0.264
N 0.08688 0.25378 1.70608  -0.003
H 1.02416 -0.23191 -0.74503  0.020
H 2.26999 -1.68288 -0.19830  0.052
H 0.90539 -1.58078 2.06243  0.088
H -0.63534 0.00958 2.42977  0.091
H -0.31321 0.63337 0.83103  0.028

Its HOMO energy is -8.38 eV. The value obtained for the energy above the lowest of the compared OMol25 structures with the same formula, charge and spin is 301.3 kJ/mol. The value obtained for the energy is -5780.68879 eV. The HOMO-LUMO gap comes out at 0.336 Eh.